97
Properties=species:S:1:pos:R:3:lowdin_charge:R:1 method="wB97M-V/def2-TZVPD" multiplicity=1 orbital_gap_ev=5.9 e_above_lowest_ev=0.0956 total_charge=-2 e_lumo_ev=3.66
Ga -0.80218 0.85458 0.08489 -0.04
O -2.47217 1.07094 3.92701 0.00
C -2.54490 1.09361 2.69640 -0.59
O -1.56361 0.76244 1.94797 -0.16
C -3.85054 1.48935 2.05823 -0.13
C -4.89682 1.72237 2.95088 -0.05
C -6.16596 2.06195 2.53403 -0.13
C -6.41299 2.19005 1.17047 -0.13
C -5.39266 1.97116 0.27555 -0.17
C -4.09109 1.61086 0.67597 -0.56
S -3.00187 1.36768 -0.67280 0.74
H -4.66898 1.61708 4.00522 0.11
H -6.95711 2.21799 3.25723 0.08
H -7.40545 2.45814 0.81682 0.09
H -5.57514 2.06423 -0.78640 0.07
C -1.63159 -2.12212 -2.40147 0.00
C -1.89836 -2.46874 -0.98723 -0.36
N -1.90743 -1.60707 -0.01092 0.05
C -2.19565 -2.28754 1.13057 -0.13
C -2.37339 -3.60218 0.83835 -0.06
N -2.18374 -3.72580 -0.52157 -0.03
C -2.27543 -4.95369 -1.26222 -0.08
N -1.49953 -6.00957 -0.67741 -0.06
N -2.07101 -7.19871 -0.36980 0.04
N -1.19073 -7.99746 0.10604 0.05
C 0.01322 -7.36369 0.13643 -0.24
C 1.27991 -7.78478 0.54960 -0.03
C 2.31756 -6.88709 0.41151 -0.09
C 2.12137 -5.59752 -0.09183 -0.07
C 0.87580 -5.14905 -0.48995 0.02
C -0.16903 -6.05375 -0.37911 -0.15
H -1.25283 -1.09961 -2.39797 0.06
H -2.54277 -2.16556 -3.00051 0.09
H -0.88524 -2.78258 -2.84369 0.07
H -2.25724 -1.78117 2.07335 0.11
H -2.59807 -4.45319 1.44962 0.11
H -1.93841 -4.75897 -2.29033 0.14
H -3.31057 -5.32700 -1.28490 0.14
H 1.42550 -8.77275 0.96034 0.10
H 3.32008 -7.17498 0.70003 0.10
H 2.95739 -4.92202 -0.16620 0.08
H 0.72900 -4.14321 -0.85020 0.10
C -0.84057 3.23618 -3.45417 -0.17
Si 0.22846 1.67885 -3.10451 0.26
C 0.04861 0.65847 -4.73064 -0.18
C 2.02828 2.35665 -3.04099 -0.16
O -0.15365 0.77987 -1.86974 -0.41
H -0.60469 3.67758 -4.42072 0.01
H -0.66575 3.99399 -2.69770 0.00
H -1.90074 3.00409 -3.44145 0.01
H 0.47984 1.20361 -5.56557 0.01
H -1.00043 0.48439 -4.94951 0.01
H 0.54054 -0.30716 -4.67354 0.00
H 2.14973 3.23761 -3.66759 0.01
H 2.76262 1.62225 -3.36373 0.01
H 2.26598 2.64311 -2.02059 0.00
Br -0.10553 9.57733 -0.31887 0.65
C 0.12927 7.68891 -0.11746 -0.69
C -0.89972 6.84389 -0.48494 -0.13
C -0.72984 5.48235 -0.30319 -0.01
C 0.45582 4.98184 0.21897 -0.10
C 1.47937 5.85688 0.55607 -0.02
C 1.32215 7.22250 0.40039 -0.14
C 0.65599 3.47613 0.38781 -0.60
O 1.78458 3.05932 0.61319 0.01
O -0.40628 2.80494 0.27655 -0.06
H -1.81051 7.24151 -0.91083 0.10
H -1.51686 4.79455 -0.57062 0.12
H 2.40410 5.45690 0.94035 0.11
H 2.11318 7.91081 0.66467 0.09
C 3.75641 -2.30411 0.56208 -0.26
Si 2.81466 -0.88119 -0.38005 0.32
C 4.22556 0.35582 -0.84186 -0.20
C 2.36013 -1.67243 -2.08034 -0.21
As 0.91726 -0.62673 1.00083 0.86
Si 1.82480 0.51838 2.85001 0.33
C 0.84645 1.86635 3.79220 -0.19
C 2.10371 -0.94320 4.09798 -0.26
C 3.60441 1.22737 2.60333 -0.23
H 4.39849 -2.91338 -0.06821 0.00
H 3.01473 -2.94552 1.03294 -0.02
H 4.37073 -1.89151 1.35590 0.00
H 4.91725 -0.05242 -1.57588 0.02
H 4.79777 0.65530 0.02889 0.00
H 3.79780 1.25575 -1.26303 -0.01
H 3.18015 -2.21638 -2.54560 0.02
H 2.03238 -0.89856 -2.76522 -0.01
H 1.52906 -2.36056 -1.96207 -0.02
H -0.20198 1.59664 3.85866 -0.01
H 0.90595 2.80597 3.25119 0.01
H 1.20788 2.03752 4.80444 0.02
H 1.14845 -1.38025 4.37283 0.01
H 2.61878 -0.65393 5.00917 0.00
H 2.69051 -1.71775 3.60961 -0.01
H 3.57930 1.96930 1.81430 -0.01
H 4.29224 0.43797 2.31436 -0.01
H 3.99581 1.70158 3.49991 0.01

---

92
Properties=species:S:1:pos:R:3:lowdin_charge:R:1 method="wB97M-V/def2-TZVPD" multiplicity=5 s_squared=6.06 orbital_gap_ev="5.5 / 3.8" e_above_lowest_ev=0.0000 total_charge=+2 e_lumo_ev="-5.38 / -8.87"
P 1.66651 1.12937 -3.46492 1.22
C 3.26647 1.35755 -2.79301 -0.36
C 4.29666 0.71299 -3.55217 -0.10
H 4.06861 -0.19384 -4.12096 0.11
C 5.55391 1.30649 -3.61462 -0.01
H 6.27296 0.92851 -4.36251 0.14
C 5.86250 2.37964 -2.76477 -0.04
H 6.84082 2.85002 -2.83890 0.13
C 4.92118 2.83462 -1.82382 -0.05
H 5.20619 3.59325 -1.09772 0.12
C 3.62522 2.32395 -1.81319 -0.06
H 2.89635 2.64509 -1.07037 0.11
C 1.01995 -0.52063 -3.34031 -0.35
C 1.78384 -1.57909 -2.77913 -0.09
H 2.63980 -1.34218 -2.15141 0.10
C 1.42231 -2.89851 -3.04567 -0.05
H 2.00801 -3.71172 -2.62468 0.12
C 0.32029 -3.16809 -3.87161 -0.05
H 0.10509 -4.19327 -4.17489 0.12
C -0.51284 -2.13678 -4.31935 -0.06
H -1.39523 -2.34075 -4.94282 0.13
C -0.21452 -0.80938 -3.99185 -0.09
H -0.87365 0.01437 -4.27620 0.12
C 0.56264 2.50262 -3.47000 -0.35
C 0.83688 3.39998 -4.54763 -0.08
H 1.78221 3.29805 -5.09699 0.12
C -0.11530 4.33273 -4.92741 -0.05
H 0.06221 4.90694 -5.84773 0.13
C -1.28598 4.49495 -4.15821 -0.02
H -2.02315 5.22424 -4.46707 0.12
C -1.48988 3.70083 -3.01486 -0.06
H -2.37514 3.86484 -2.38550 0.12
C -0.60004 2.69833 -2.66335 -0.08
H -0.75768 2.09790 -1.76457 0.08
Ru -0.01482 -0.14847 2.89710 0.81
C -1.47628 -1.38632 2.10398 -0.16
C -1.81329 -1.51795 0.79594 -0.34
H -2.02199 -1.99179 2.84383 0.03
C -1.09514 -0.75436 -0.29621 -0.39
O -2.04220 -0.00474 -1.12406 -0.05
H -1.54937 0.27095 -1.91673 0.05
C -0.14495 0.07919 0.37850 -0.02
H -0.52908 -1.46316 -0.94644 0.13
C 0.33716 0.79369 1.34469 -0.60
Cl 1.91005 1.22843 3.49711 0.12
P -1.20577 2.10781 2.60747 0.83
P 1.71772 -1.64969 2.45456 0.74
C -0.69911 3.12903 4.00703 -0.26
H 0.35614 3.40155 3.87927 0.02
H -0.80704 2.55161 4.93013 0.04
H -1.33613 4.02174 4.03478 0.06
C -1.13643 3.28160 1.21271 -0.21
H -1.91535 3.04145 0.47810 0.05
H -0.16682 3.25930 0.70772 0.04
H -1.29959 4.30098 1.58933 0.07
C -2.95631 1.67458 2.66512 -0.22
H -3.11024 0.81122 3.32091 0.02
H -3.29341 1.42720 1.64979 0.05
H -3.51238 2.53974 3.04766 0.07
C 2.83688 -1.82449 3.87024 -0.26
H 2.38703 -2.49333 4.60928 0.06
H 2.99722 -0.83487 4.31598 -0.01
H 3.79550 -2.22680 3.52194 0.06
C 1.07361 -3.31409 2.12349 -0.24
H 0.65187 -3.35186 1.11150 0.03
H 0.27926 -3.53298 2.84431 0.04
H 1.87787 -4.05355 2.22037 0.06
C 2.85234 -1.39963 1.04261 -0.23
H 3.15425 -0.34927 0.96921 0.04
H 2.37088 -1.70105 0.10283 0.02
H 3.74646 -2.02062 1.19672 0.06
P -3.21231 -2.58245 0.26198 0.88
C -3.74741 -3.52619 1.66917 -0.17
C -2.63518 -3.66641 -1.03191 -0.16
H -3.93685 -2.89071 2.53991 0.07
H -2.99301 -4.26724 1.95222 0.08
H -4.67541 -4.04942 1.41420 0.08
H -2.24994 -3.08744 -1.87634 0.05
H -3.47942 -4.28463 -1.36237 0.08
H -1.83149 -4.30895 -0.65788 0.07
C -4.55748 -1.58162 -0.34007 -0.16
H -4.89841 -0.90072 0.44560 0.08
H -5.37742 -2.24529 -0.64181 0.08
H -4.21487 -0.98084 -1.18641 0.05
H 0.93767 1.69214 1.16713 0.03
F 0.47827 -0.14800 5.87831 0.00
C -0.38473 -0.79891 5.02033 -0.42
F -0.14527 -2.16278 5.15407 0.00
C -1.81316 -0.52984 5.55247 -0.52
F -2.06414 -1.02032 6.79014 0.15
F -2.04507 0.82067 5.62081 0.10
F -2.75009 -1.08513 4.71780 0.08

---

Number 1: E_tot -271428.1014 eV. Number 2: E_tot -103877.1053 eV.